Entry 1:
The following is a DFT calculation (ωB97M-V/def2-TZVPD) of 2 unconnected molecules or ions with the total composition C12H26FO3S2 in a non-equilibrium geometry.

Values from the calculation:
Maximum force, hartree/bohr: 0.0221
LUMO level, eV: -4.48
Total charge: +1
Highest occupied orbital energy, Eh: -0.4038

Each line ends with the natural charge from an NBO analysis.
Positions of all 44 atoms, in Å:
C  0.94352  -0.97465  3.60775  -0.649
C  0.21689  -0.82274  2.28927  0.071
C  0.28409  -2.00025  1.33587  -0.662
C  -0.41339  0.32747  2.00367  -0.254
C  -1.74342  0.49534  1.31506  -0.450
C  -1.79828  1.48861  0.13881  -0.389
C  -1.65653  0.89545  -1.27203  -0.214
C  -2.66298  -0.22541  -1.52081  -0.613
C  -0.25333  0.40997  -1.64490  -0.424
C  0.80164  1.51231  -1.71591  -0.524
S  1.52248  1.86263  -0.08387  0.609
C  1.50371  3.66628  0.11490  -0.741
S  3.58880  1.32761  -0.24372  2.277
O  3.97387  1.35055  -1.60022  -0.834
O  3.73525  0.20272  0.58483  -0.817
F  4.17909  2.56099  0.48080  -0.444
H  1.69814  -0.19466  3.74670  0.218
H  1.46974  -1.92699  3.65830  0.217
H  0.22837  -0.95036  4.42625  0.233
H  -0.67067  -2.21433  0.85671  0.247
H  0.97479  -1.69772  0.54253  0.200
H  0.68909  -2.88329  1.82111  0.226
H  0.05236  1.24421  2.37403  0.170
H  -2.40236  0.88910  2.09297  0.232
H  -2.13319  -0.48395  1.04461  0.224
H  -1.09804  2.31983  0.30727  0.162
H  -2.78531  1.95847  0.14877  0.229
H  -1.91725  1.70097  -1.97112  0.201
H  -3.67449  0.09515  -1.27568  0.228
H  -2.42313  -1.10302  -0.92146  0.218
H  -2.62301  -0.53634  -2.56627  0.214
H  -0.30293  -0.00692  -2.65394  0.243
H  0.05874  -0.40534  -0.98703  0.237
H  0.35597  2.44505  -2.06443  0.255
H  1.62253  1.26119  -2.38894  0.283
H  1.10807  3.87876  1.10358  0.276
H  0.82371  4.06474  -0.63488  0.264
H  2.49222  4.08193  -0.04562  0.276
C  -0.30194  -4.10244  -1.77466  -0.250
O  -1.36327  -3.44909  -1.07987  -0.734
H  0.46440  -4.34520  -1.04279  0.188
H  -0.64732  -5.02516  -2.24350  0.180
H  0.13104  -3.45162  -2.54007  0.156
H  -2.04769  -3.23985  -1.72205  0.467

Force components x, y, z for each atom (eV/Å):
0.9 0.1 -0.6
0.1 -0.2 0.0
-0.7 0.4 0.4
0.2 -0.1 -0.2
0.7 0.3 -0.4
-0.5 -0.3 -0.1
0.1 0.2 0.0
0.2 -0.1 0.1
-0.1 -0.1 0.1
0.0 -0.1 -0.4
-0.7 0.2 0.7
-0.1 0.1 -0.4
0.4 -0.4 -0.5
0.0 0.3 -0.1
-0.1 0.0 0.3
0.0 0.0 0.0
-0.1 0.1 0.2
0.0 0.0 0.0
0.0 0.1 0.0
0.1 -0.2 0.0
0.1 -0.2 0.0
-0.2 -0.1 -0.1
-0.6 0.0 0.9
-0.1 -0.1 0.0
-0.1 0.0 -0.1
0.1 0.0 0.0
0.0 0.1 0.0
0.1 0.0 0.0
0.0 0.0 -0.1
0.0 0.0 0.0
-0.1 0.1 0.0
0.1 -0.1 0.0
0.1 0.0 0.0
0.1 0.1 0.1
0.1 0.0 0.1
0.2 -0.1 0.1
0.0 -0.1 0.0
0.0 0.0 0.1
-0.1 0.1 0.0
0.1 0.1 -0.1
0.0 0.0 0.0
0.1 0.0 0.0
0.0 0.0 0.0
-0.1 -0.1 0.0



Entry 2:
The following is a DFT calculation (ωB97M-V/def2-TZVPD) of 3 unconnected molecules or ions with the total composition C12H26N5O3Si in a non-equilibrium geometry.

Values from the calculation:
Maximum force, hartree/bohr: 0.0485
LUMO level, eV: -4.64
Total charge: +1
Highest occupied orbital energy, Eh: -0.4292

Each line ends with the natural charge from an NBO analysis.
Positions of all 47 atoms, in Å:
C  2.36177  -1.17154  -0.37039  -1.126
Si  0.49870  -1.13857  -0.82029  1.848
C  -0.03009  0.68762  -0.51253  -1.142
C  0.38486  -1.42709  -2.68115  -1.164
O  -0.43755  -2.10750  0.22013  -0.868
C  -1.21977  -3.13617  -0.34534  -0.064
C  -2.66909  -3.03207  0.33725  -0.242
N  -3.16792  -1.62912  0.14229  -0.278
C  -3.23704  -1.11058  -1.12902  0.083
C  -3.66816  0.24346  -1.39739  -0.215
C  -4.04196  1.07182  -0.25641  -0.109
C  -3.99075  0.47404  1.08045  -0.224
C  -3.53919  -0.88750  1.24133  0.096
H  2.47363  -0.86057  0.70537  0.268
H  2.84245  -2.15538  -0.59044  0.236
H  2.82308  -0.33439  -0.96903  0.259
H  0.83805  1.36668  -0.70233  0.267
H  -0.34094  0.82480  0.56020  0.234
H  -0.85716  1.00023  -1.21021  0.213
H  0.59180  -2.47174  -3.02701  0.251
H  1.11917  -0.73987  -3.18668  0.275
H  -0.62229  -1.13949  -3.11247  0.219
H  -1.40135  -3.09870  -1.44607  0.180
H  -0.83764  -4.14514  -0.02468  0.213
H  -3.38951  -3.78470  -0.06137  0.241
H  -2.50527  -3.20332  1.43148  0.237
H  -2.92938  -1.73987  -1.99429  0.252
H  -3.66128  0.59380  -2.45457  0.269
H  -4.35320  2.12098  -0.44530  0.258
H  -4.28869  1.06335  1.97130  0.269
H  -3.48014  -1.35639  2.25119  0.259
C  -1.01938  4.83606  0.78333  0.769
O  -0.37931  5.77106  1.21802  -0.631
N  -1.61980  4.86244  -0.44232  -0.852
N  -1.19397  3.67609  1.48292  -0.856
H  -2.15123  4.10174  -0.81996  0.372
H  -1.51271  5.70087  -0.98671  0.416
H  -0.76455  3.62040  2.39021  0.414
H  -1.71743  2.89173  1.14300  0.372
C  5.93501  -0.32172  1.34792  0.774
O  4.87674  0.16494  0.98242  -0.679
N  6.37053  -1.53812  0.91663  -0.847
N  6.76995  0.30928  2.21698  -0.843
H  7.23596  -1.95548  1.20414  0.391
H  5.78001  -2.03409  0.27303  0.405
H  6.48187  1.21011  2.55682  0.411
H  7.64315  -0.07237  2.52954  0.391

Force components x, y, z for each atom (eV/Å):
-0.9 0.3 0.2
1.8 1.7 0.3
-0.3 -0.1 0.0
-0.9 -0.3 -0.9
-0.1 -0.3 -1.6
-1.7 -0.8 1.3
1.4 -0.3 0.0
-0.7 0.8 0.0
-0.5 1.7 -0.1
0.3 -1.0 2.3
0.6 -2.2 0.0
0.5 -0.6 -1.8
-0.4 1.7 -0.9
0.2 -0.5 -1.0
-0.2 0.9 0.3
-0.3 -1.0 0.5
-0.7 -0.5 0.2
0.2 0.0 -1.0
0.7 -0.2 0.8
0.0 0.8 0.3
-0.6 -0.7 0.6
0.9 -0.3 0.4
0.7 0.0 0.7
-0.2 0.9 -0.6
0.5 0.8 0.2
-0.4 0.3 -1.0
-0.3 0.3 1.1
-0.1 -0.2 1.1
0.2 -0.9 0.4
0.3 -0.6 -0.7
0.0 0.3 -1.2
0.2 0.3 0.1
-0.1 -0.1 0.0
-0.2 0.1 -0.4
-0.1 -0.3 0.4
0.1 0.0 0.0
0.0 -0.1 0.1
0.0 0.0 -0.1
0.1 0.0 -0.1
0.0 0.1 0.0
0.0 0.0 0.0
-0.1 -0.4 -0.2
0.1 0.3 0.2
0.0 0.0 0.0
0.1 0.1 0.1
0.0 -0.1 0.0
0.0 0.0 0.0